Entry 1:
Below is a 2-piece molecular cluster, CH3BrI2OSi overall at a distorted geometry, with properties calculated with the ωB97M-V functional and the def2-TZVPD basis.

```
! RIJCOSX wB97M-V def2-TZVPD def2/J DEFGRID3
* xyz 0 1
C 0.74 -0.10 0.08
O 0.02 -0.35 -1.07
Si -1.58 -0.49 -1.24
Br -2.41 0.50 0.52
I -2.19 0.30 -3.46
I 2.67 0.30 4.03
H -0.04 0.44 0.86
H 1.59 0.47 -0.21
H 1.20 -1.08 0.49
*
```

Gap between HOMO and LUMO (alpha / beta)   8.64 / 4.37 eV
Highest occupied orbital energy (alpha / beta)   -10.07 / -7.86 eV
E_tot   -97255.0334 eV

Atomic partial charges in e from the natural (NBO) method, atoms 1 to 6:
1 C -0.26
2 O -0.93
3 Si 1.14
4 Br -0.32
5 I -0.20
6 I 0.00


Entry 2:
Below is a 2-piece molecular cluster, C10H10ClPS overall at a distorted geometry, with properties calculated with the ωB97M-V functional and the def2-TZVPD basis.

```
! RIJCOSX wB97M-V def2-TZVPD def2/J DEFGRID3
* xyz 0 1
C 0.69 -1.65 3.23
C 1.03 -0.41 3.83
C -0.55 -0.85 -1.64
C 0.18 -1.41 1.95
C 0.74 0.65 3.00
C -1.05 -1.03 -2.87
C -1.56 1.09 -1.96
C -0.82 0.39 -1.08
C -1.83 0.32 -3.22
C 0.18 0.01 1.78
P -0.37 1.07 0.54
S -0.06 2.95 0.60
Cl 3.33 0.93 -1.80
H 0.80 -2.65 3.66
H 1.63 -0.46 4.88
H 0.07 -1.52 -1.22
H -0.17 -2.24 1.46
H 1.00 1.68 3.24
H -1.02 -2.02 -3.43
H -1.95 2.14 -1.82
H -1.29 0.81 -4.01
H -2.97 0.21 -3.26
H 3.99 1.97 -1.86
*
```

Gap between HOMO and LUMO (alpha / beta)   6.82 / 6.82 eV
Highest occupied orbital energy (alpha / beta)   -8.03 / -8.03 eV
E_tot   -43175.2407 eV

Atomic partial charges in e from the natural (NBO) method, atoms 1 to 6:
1 C -0.23
2 C -0.24
3 C -0.24
4 C -0.27
5 C -0.26
6 C -0.16


Entry 3:
Below is one molecule with the formula C20H35N3O5S, with properties calculated with the ωB97M-V functional and the def2-TZVPD basis.

```
! RIJCOSX wB97M-V def2-TZVPD def2/J DEFGRID3
* xyz 0 1
C -3.68 3.50 2.56
C -2.63 4.25 1.75
C -3.17 5.65 1.44
C -1.33 4.34 2.57
C -0.15 4.90 1.78
C 0.08 4.10 0.50
C -1.19 4.04 -0.35
C -0.89 3.32 -1.65
O -0.55 3.92 -2.66
N -0.99 1.96 -1.62
C -0.43 1.16 -2.69
C 1.06 0.93 -2.50
C 1.68 0.11 -3.62
C 3.14 -0.19 -3.31
C 3.27 -0.82 -1.94
C 2.57 0.06 -0.91
O 1.21 0.26 -1.25
C 2.84 -2.31 -1.80
C 4.10 -2.56 -0.96
N 4.89 -3.74 -1.22
C 4.41 -4.96 -0.91
O 3.34 -5.14 -0.37
C 5.28 -6.15 -1.31
S 7.02 -6.01 -0.98
N 7.08 -5.69 0.63
O 7.60 -7.30 -1.20
O 7.51 -4.85 -1.68
C 4.69 -1.23 -1.47
C -2.35 3.47 0.46
H -3.34 2.49 2.81
H -3.90 4.02 3.50
H -4.62 3.41 2.00
H -2.47 6.26 0.87
H -4.09 5.58 0.85
H -3.41 6.18 2.36
H -1.51 4.94 3.47
H -1.08 3.33 2.91
H -0.33 5.95 1.53
H 0.75 4.88 2.40
H 0.89 4.54 -0.08
H 0.39 3.08 0.75
H -1.44 5.06 -0.67
H -1.06 1.51 -0.72
H -0.94 0.19 -2.72
H -0.60 1.68 -3.63
H 1.56 1.91 -2.44
H 1.12 -0.83 -3.72
H 1.59 0.66 -4.56
H 3.58 -0.85 -4.07
H 3.72 0.75 -3.33
H 2.59 -0.39 0.08
H 3.09 1.03 -0.85
H 1.88 -2.51 -1.34
H 2.90 -2.83 -2.76
H 3.87 -2.52 0.11
H 5.80 -3.66 -1.66
H 4.92 -7.02 -0.77
H 5.21 -6.34 -2.38
H 7.49 -6.44 1.16
H 7.47 -4.77 0.83
H 5.35 -1.39 -2.32
H 5.19 -0.58 -0.74
H -2.12 2.43 0.75
H -3.26 3.42 -0.15
*
```

Gap between HOMO and LUMO   9.78 eV
Highest occupied orbital energy   -9.33 eV
E_tot   -46852.5492 eV
SMILES   CC1(C)CCC[C@@H](C(=O)NC[C@@H]2CC[C@]3(CO2)C[C@H](NC(=O)CS(N)(=O)=O)C3)C1

Atomic partial charges in e from the natural (NBO) method, atoms 1 to 6:
1 C -0.60
2 C -0.05
3 C -0.61
4 C -0.40
5 C -0.40
6 C -0.39


Calculated energy relative to the best compared isomer or geometry (same formula, charge and spin), 3.279; 1.537; 0.036 eV (same order as the records).